# 1
Below is the molecule C9H23BO3P2, with properties calculated with ωB97M-V/def2-TZVPD.

```
! wB97M-V def2-TZVPD RIJCOSX def2/J DEFGRID3
* xyz 0 1
C 1.72 -2.74 1.55
C 2.54 -2.61 0.28
O 3.05 -1.27 0.17
P 2.56 -0.42 -1.08
O 2.69 -1.10 -2.37
C 0.83 0.03 -0.80
C 0.41 0.61 0.56
C -0.99 0.13 0.99
B -2.12 0.33 -0.05
P -3.85 -0.46 0.37
C -4.47 -1.18 -1.20
C -4.99 0.94 0.73
O 3.53 0.83 -0.94
C 3.08 2.18 -1.13
C 2.85 2.90 0.20
H 2.31 -2.41 2.40
H 0.84 -2.11 1.49
H 1.41 -3.77 1.70
H 1.95 -2.87 -0.59
H 3.41 -3.27 0.33
H 0.31 -0.92 -0.97
H 0.53 0.66 -1.63
H 0.37 1.69 0.48
H 1.16 0.37 1.31
H -0.98 -0.91 1.32
H -1.30 0.73 1.86
H -1.96 0.93 -1.07
H -5.47 -1.56 -1.04
H -3.83 -2.03 -1.44
H -4.46 -0.49 -2.04
H -4.45 1.80 1.12
H -5.56 1.25 -0.15
H -5.71 0.63 1.48
H 2.23 2.22 -1.81
H 3.90 2.67 -1.65
H 2.04 3.63 0.14
H 3.76 3.41 0.49
H 2.65 2.16 0.97
*
```

HOMO-LUMO gap, eV: 7.8365
SMILES: CCOP(=O)(CCCBP(C)C)OCC

=====

# 2
Below is a cluster of 2 separate species, C9H23FNO5PSSi2 in total, with properties calculated with ωB97M-V/def2-TZVPD.

```
! wB97M-V def2-TZVPD RIJCOSX def2/J DEFGRID3
* xyz 0 1
C -0.49 -6.50 3.56
C 0.27 -5.21 3.80
F 1.58 -5.35 3.48
O -0.31 -4.07 3.18
P -0.22 -3.98 1.60
O -0.97 -5.00 0.89
O -0.89 -2.55 1.26
O 1.33 -3.97 1.10
N 1.44 -3.44 -0.22
C 1.39 -4.35 -1.07
S 0.95 -5.40 -2.09
H -1.55 -6.29 3.63
H -0.17 -7.23 4.30
H -0.27 -6.90 2.57
H 0.22 -5.00 4.87
H -0.23 -1.89 1.02
C -0.66 0.38 -1.45
Si 0.68 1.54 -0.84
C 0.51 1.72 1.01
C 2.33 0.75 -1.21
O 0.57 3.01 -1.58
Si -0.49 4.26 -1.74
C 0.26 5.60 -2.81
C -0.89 4.99 -0.06
C -2.07 3.67 -2.54
H -1.65 0.75 -1.15
H -0.53 -0.62 -1.02
H -0.64 0.30 -2.53
H 1.24 2.44 1.40
H 0.68 0.77 1.51
H -0.49 2.07 1.29
H 3.15 1.38 -0.85
H 2.47 0.60 -2.28
H 2.40 -0.22 -0.71
H 1.18 5.99 -2.37
H -0.45 6.43 -2.91
H 0.49 5.22 -3.81
H -1.43 4.28 0.56
H -1.52 5.88 -0.18
H 0.02 5.29 0.46
H -2.60 2.96 -1.89
H -1.87 3.18 -3.49
H -2.74 4.51 -2.72
*
```

HOMO-LUMO gap, eV: 8.9088
SMILES: C[C@@H](F)O[P@@](=O)(O)ON=C=S.C[Si](C)(C)O[Si](C)(C)C

=====

# 3
Below is a cluster of 2 separate species, C9H23IN2O2P in total, with properties calculated with ωB97M-V/def2-TZVPD.

```
! wB97M-V def2-TZVPD RIJCOSX def2/J DEFGRID3
* xyz 1 1
C 2.51 0.07 -0.10
C 1.22 0.33 0.66
I 1.15 -0.88 2.43
C 0.00 0.09 -0.23
N -1.16 1.04 -0.14
P -0.95 2.69 -1.09
N 0.66 3.00 -0.70
O -0.66 2.04 -2.55
C -2.34 0.40 -0.84
C -2.98 -0.78 -0.09
C -2.57 -0.93 1.38
C -2.39 0.42 2.06
C -1.55 1.44 1.26
H 2.70 0.89 -0.79
H 3.36 -0.03 0.58
H 2.44 -0.85 -0.69
H 1.23 1.34 1.04
H -0.41 -0.90 -0.04
H 0.31 0.10 -1.28
H 0.78 3.52 0.17
H 1.14 3.48 -1.46
H -1.29 2.39 -3.21
H -3.07 1.20 -1.03
H -1.96 0.07 -1.80
H -4.06 -0.66 -0.14
H -2.75 -1.69 -0.63
H -1.66 -1.52 1.47
H -3.36 -1.46 1.90
H -1.92 0.28 3.03
H -3.37 0.86 2.25
H -0.64 1.71 1.80
H -2.13 2.37 1.15
C 4.12 -3.38 -1.09
O 4.10 -3.70 0.29
H 4.79 -4.08 -1.57
H 3.13 -3.49 -1.55
H 4.49 -2.37 -1.28
H 3.50 -3.09 0.74
*
```

HOMO-LUMO gap, eV: 9.5757

=====

# 4
Below is the ion C9H23N6 with charge +1, with properties calculated with ωB97M-V/def2-TZVPD.

```
! wB97M-V def2-TZVPD RIJCOSX def2/J DEFGRID3
* xyz 1 1
C 2.80 -1.88 -0.82
C 1.98 -1.75 0.48
C 0.81 -0.80 0.25
C 0.99 0.55 0.50
N 2.30 1.04 0.97
C -0.05 1.51 0.56
C -0.37 2.15 -0.82
C 0.87 2.92 -1.27
N -1.20 0.80 1.17
N -0.84 0.39 2.46
N -1.70 -0.33 0.51
C -2.60 -0.24 -0.55
C -3.75 -1.22 -0.13
N -0.38 -1.29 -0.12
N -0.62 -2.60 -0.30
H 2.30 -1.97 -1.65
H 3.54 -2.77 -0.60
H 3.35 -1.02 -1.01
H 2.47 -1.38 1.37
H 1.79 -2.81 0.70
H 3.21 0.54 0.75
H 2.44 1.21 1.93
H 2.42 2.06 0.77
H 0.06 2.24 1.25
H -0.68 1.29 -1.55
H -1.28 2.90 -0.89
H 1.33 3.56 -0.53
H 0.52 3.59 -2.12
H 1.50 2.33 -1.79
H -0.42 -0.53 2.50
H -1.71 0.26 3.00
H -2.33 -0.39 -1.60
H -2.93 0.72 -0.67
H -3.96 -1.09 0.90
H -4.77 -1.08 -0.65
H -3.56 -2.16 -0.44
H -1.55 -2.94 -0.40
H -0.16 -3.06 0.51
*
```

HOMO-LUMO gap, eV: 7.9110
SMILES: CCC1=C([NH3+])[C@@H](CC)N(N)N(CC)N1N

=====

The F_max results, record by record, are as follows: 1.29 2.46 0.39 7.37 eV/Å.
The energy results, record by record, are as follows: -35103.7291 -60035.3126 -34165.1606 -18632.9568 eV.
The E_LUMO results, record by record, are as follows: -0.2 -1.0 -2.8 -3.2 eV.